C27H40N3O2P3Re | ωB97M-V/def2-TZVPD

Calculated values
2S+1	4
lowest unoccupied orbital energy (alpha / beta)	-13.62 / -15.77	eV
strongest force on any atom	0.0901	hartree/bohr
highest occupied orbital energy (alpha / beta)	-18.61 / -18.59	eV
charge	+4
⟨S²⟩	3.78
gap between HOMO and LUMO (alpha / beta)	4.994 / 2.826	eV

Last column: Löwdin charge in e.
Positions of all 76 atoms, in Å:
P1 2.6005 -0.6852 0.0061  0.863
C1 3.4603 -0.9713 1.6857  -0.208
H1 4.5437 -1.0041 1.5714  0.081
H2 3.1550 -1.9224 2.1212  0.049
H3 3.2309 -0.1799 2.3973  0.043
C2 3.4022 -2.2460 -0.7227  -0.192
H4 3.4232 -2.2254 -1.8107  0.045
H5 2.8535 -3.1304 -0.3982  0.055
H6 4.4354 -2.3463 -0.3903  0.077
C3 3.8655 0.6418 -0.4962  -0.194
H7 4.8767 0.2354 -0.4808  0.080
H8 3.8307 1.4769 0.2033  0.049
H9 3.6772 1.0403 -1.4908  0.044
P2 -0.7057 2.5521 -0.4609  0.857
C4 -0.8025 3.7495 1.0222  -0.203
H10 -1.3154 4.6715 0.7493  0.085
H11 0.1946 4.0267 1.3631  0.056
H12 -1.3420 3.3124 1.8607  0.044
C5 0.2084 3.8491 -1.5063  -0.184
H13 0.1258 3.6478 -2.5728  0.046
H14 1.2637 3.8688 -1.2324  0.059
H15 -0.2034 4.8447 -1.3415  0.078
C6 -2.5105 2.8941 -0.9498  -0.187
H16 -2.6675 3.9582 -1.1256  0.081
H17 -3.1811 2.5856 -0.1478  0.050
H18 -2.8065 2.3570 -1.8484  0.045
P3 -1.8872 -1.9146 0.0053  0.870
C7 -2.7983 -2.2887 1.6402  -0.203
H19 -3.3620 -3.2191 1.5712  0.083
H20 -3.5114 -1.4998 1.8778  0.054
H21 -2.1060 -2.3882 2.4748  0.037
C8 -3.5177 -1.9489 -0.9692  -0.188
H22 -4.1753 -2.7380 -0.6049  0.078
H23 -3.3553 -2.1391 -2.0286  0.045
H24 -4.0355 -0.9960 -0.8581  0.058
C9 -1.3187 -3.7204 -0.1667  -0.192
H25 -2.1752 -4.3946 -0.1752  0.081
H26 -0.6854 -3.9962 0.6765  0.037
H27 -0.7459 -3.8918 -1.0754  0.044
Re1 0.0000 0.0000 0.0000  1.043
C10 1.1210 1.3166 1.3260  -0.267
O1 1.7044 1.9822 2.0445  0.238
C11 -1.6265 0.5805 1.3301  -0.270
O2 -2.4541 0.8982 2.0467  0.229
C12 -1.2531 -0.3183 -3.3481  -0.102
C13 -0.5878 -1.4990 -3.3182  -0.098
C14 0.7344 -1.5678 -3.1411  -0.093
C15 1.4248 -0.4251 -3.3772  -0.102
C16 0.8349 0.7732 -3.4022  -0.100
C17 -0.5096 0.7684 -3.5732  -0.100
H28 -2.3205 -0.2700 -3.4894  0.132
H29 -1.1372 -2.4171 -3.4425  0.136
H30 1.2162 -2.5318 -3.1181  0.133
H31 2.4868 -0.4768 -3.5493  0.135
H32 1.4301 1.6537 -3.5835  0.132
H33 -1.0029 1.6679 -3.9016  0.136
N1 -0.0687 1.3253 10.7947  0.235
C18 -0.0648 1.0420 9.6696  -0.130
C19 -0.0205 0.6705 8.2694  -0.176
C20 -1.1606 0.8850 7.4495  0.040
C21 -1.1234 0.4718 6.0999  0.020
C22 -0.0004 -0.2608 5.6195  -0.174
C23 1.0722 -0.4823 6.4714  0.011
C24 1.0507 -0.0425 7.7880  0.018
N2 0.1113 -0.7659 4.2733  0.050
C25 0.4184 -1.9954 3.8202  0.048
C26 0.4600 -1.9863 2.4193  -0.147
N3 0.1853 -0.7566 1.9949  -0.214
C27 -0.0156 -0.0426 3.1922  -0.141
H34 -2.0400 1.3926 7.8466  0.143
H35 -1.9758 0.6995 5.4665  0.113
H36 1.9495 -0.9740 6.0818  0.126
H37 1.9033 -0.2408 8.4179  0.146
H38 0.5698 -2.8393 4.4603  0.163
H39 0.6581 -2.7921 1.7526  0.108
H40 -0.2536 1.0256 3.2886  0.157

=====

C27H41AlBBrClF2MgN3NaO20 | ωB97M-V/def2-TZVPD

Calculated values
2S+1	1
lowest unoccupied orbital energy	-8.14	eV
strongest force on any atom	0.1969	hartree/bohr
highest occupied orbital energy	-10.06	eV
charge	+1
gap between HOMO and LUMO	1.920	eV

Last column: Löwdin charge in e.
Positions of all 99 atoms, in Å:
C1 -3.9648 -2.8847 2.5384  -0.109
C2 -3.0279 -1.6904 3.1591  -0.151
C3 -1.8820 -1.1193 2.0844  -0.172
F1 -0.6024 -1.8659 2.1525  -0.082
C4 -2.4868 -0.9569 0.5690  -0.108
C5 -2.4397 -2.2138 -0.4825  -0.178
C6 -1.0020 -2.7058 -1.1125  -0.096
C7 -0.7308 -4.3252 -1.0053  -0.066
O1 0.1652 -4.7182 -0.0574  -0.046
O2 -3.0821 -1.5907 -1.6867  -0.055
C8 -2.9515 -0.0969 -1.6983  -0.167
O3 -3.5759 0.7811 -2.4974  0.096
C9 -1.8903 0.1943 -0.4388  -0.132
C10 -1.8186 1.7699 0.1155  -0.051
C11 -0.6089 2.5192 -0.7616  -0.134
C12 0.7434 2.7268 0.1408  -0.152
C13 1.4660 1.3500 0.6493  -0.188
N1 1.8696 0.3823 -0.4376  -0.215
C14 2.5354 1.0506 -1.6183  -0.112
C15 2.9701 -0.4747 0.2232  -0.221
C16 2.7734 -1.1905 1.7203  0.016
O4 4.1881 -0.6700 -0.3347  0.067
H1 -4.5777 -2.4968 1.5932  0.094
H2 -3.2566 -3.8003 2.2633  0.101
H3 -4.7751 -3.2847 3.3062  0.089
H4 -3.7090 -0.8407 3.5933  0.132
H5 -2.4121 -2.1278 4.0658  0.137
H6 -1.6385 -0.0155 2.4682  0.109
H7 -3.6452 -0.7240 0.6273  0.195
H8 -2.9490 -3.2016 -0.0849  0.176
H9 -0.1560 -2.0887 -0.5655  0.091
H10 -0.9568 -2.3707 -2.2518  0.126
H11 -1.2359 -5.1353 -1.7176  0.171
H12 -0.7756 0.0652 -0.8373  0.042
H13 -1.4194 1.7814 1.2381  0.066
H14 -2.8569 2.3164 -0.0064  0.178
H15 -1.0044 3.6096 -1.0440  0.171
H16 -0.4071 1.9880 -1.7961  0.093
H17 0.4698 3.3644 1.0907  0.145
H18 1.5022 3.3802 -0.4853  0.104
H19 2.4152 1.6258 1.2864  0.169
H20 0.7305 0.7903 1.4049  0.072
H21 1.8099 1.7621 -2.2440  0.118
H22 2.8900 0.2294 -2.4090  0.135
H23 3.5062 1.6614 -1.2923  0.189
H24 2.4496 -0.4334 2.5524  0.084
H25 3.8304 -1.6211 2.0708  0.141
H26 2.0758 -2.1251 1.6031  0.105
C17 -7.8234 -0.9627 5.6300  -0.060
C18 -7.7902 -1.9275 4.4553  -0.456
C19 -8.9514 -2.9072 4.5098  -0.174
O5 -6.5616 -2.6499 4.4721  -0.084
H27 -7.7418 -1.5004 6.5813  0.094
H28 -6.9749 -0.2716 5.5843  0.085
H29 -8.7498 -0.3802 5.6363  0.059
H30 -7.8268 -1.3651 3.5160  0.145
H31 -8.9099 -3.5140 5.4214  0.027
H32 -8.9078 -3.6032 3.6652  0.128
H33 -9.9118 -2.3831 4.4826  -0.218
H34 -6.5204 -3.1522 5.3028  0.062
Al1 -11.0131 -2.2751 5.5435  1.029
C20 5.7705 6.5181 -1.3963  -0.097
C21 4.8660 5.6709 -2.2856  -0.282
C22 3.4474 5.5312 -1.7302  -0.173
C23 3.4931 4.8574 -0.3685  -0.154
N2 3.5311 4.2984 0.7612  0.118
H35 5.9044 6.0659 -0.4085  0.073
H36 6.7638 6.6140 -1.8462  0.085
H37 5.3579 7.5245 -1.2623  0.083
H38 5.3173 4.6786 -2.4075  0.100
H39 4.8178 6.1270 -3.2806  0.112
H40 2.8358 4.9280 -2.4094  0.106
H41 2.9747 6.5143 -1.6303  0.126
B1 7.1513 -3.4520 -2.2560  -0.927
O6 8.1878 -4.1450 -3.0277  0.242
C24 8.3570 -5.3470 -2.4593  -0.383
O7 9.1508 -6.1850 -2.8555  0.157
C25 7.4708 -5.4850 -1.3333  -0.385
O8 7.3803 -6.4605 -0.6058  0.150
O9 6.7407 -4.3701 -1.1890  0.230
O10 7.6641 -2.1960 -1.6991  0.256
C26 6.8947 -1.2123 -2.1860  -0.400
O11 7.0480 -0.0306 -1.9230  0.125
C27 5.8836 -1.7640 -3.0495  -0.398
O12 5.0277 -1.1327 -3.6481  0.094
O13 6.0128 -3.0968 -3.1090  0.253
O14 -6.3263 2.5701 -1.2043  -0.414
Cl1 -6.4880 2.9553 -2.5928  0.625
O15 -6.6670 1.7683 -3.4062  -0.363
O16 -5.3078 3.6714 -3.0365  -0.386
O17 -7.6508 3.8113 -2.7247  -0.348
N3 4.8961 2.8117 -4.8724  -0.507
O18 3.9575 2.2026 -4.3328  0.045
O19 5.0593 4.0230 -4.6509  0.035
O20 5.6713 2.2095 -5.6334  -0.372
Na1 -0.0553 1.5824 2.4126  0.569
Br1 6.9870 2.6431 -7.0797  0.857
Mg1 0.6766 -0.1511 -2.0861  1.141
F2 -7.6714 -4.2370 6.3611  -0.606

=====

C27H41AsN2O8STa | ωB97M-V/def2-TZVPD

Calculated values
2S+1	1
lowest unoccupied orbital energy	-3.91	eV
strongest force on any atom	0.0099	hartree/bohr
highest occupied orbital energy	-11.24	eV
charge	+1
gap between HOMO and LUMO	7.327	eV

Last column: Löwdin charge in e.
Positions of all 81 atoms, in Å:
Ta1 0.9190 -0.3646 -0.1648  1.977
C1 -1.9403 -0.8663 0.1566  -0.089
C2 -1.1437 -0.3657 -1.0092  -0.316
C3 -1.2923 1.1380 -0.8593  -0.207
C4 -2.0570 1.3808 0.2381  0.033
C5 -2.4998 0.1470 0.8548  -0.200
C6 -3.4284 0.0728 2.0424  -0.559
C7 -3.6779 -1.3788 2.4463  -0.043
C8 -2.8343 0.8394 3.2319  -0.035
C9 -4.7592 0.7277 1.6452  -0.030
C10 -0.6987 2.2400 -1.7288  -0.497
C11 0.6719 1.7853 -2.2809  -0.033
C12 -1.6592 2.6532 -2.8625  -0.036
C13 -0.5161 3.5212 -0.8940  -0.054
C14 -1.6739 -1.0343 -2.3525  -0.491
C15 -1.7223 -2.5713 -2.2881  -0.036
C16 -0.8829 -0.7032 -3.6227  -0.042
C17 -3.1268 -0.5628 -2.5323  -0.024
H1 -2.0643 -1.9156 0.3745  0.105
H2 -2.3096 2.3670 0.6050  0.127
H3 -2.7538 -1.8832 2.7434  0.083
H4 -4.1261 -1.9460 1.6282  0.092
H5 -4.3634 -1.4186 3.2938  0.094
H6 -1.9240 0.3663 3.6134  0.075
H7 -3.5467 0.8556 4.0583  0.095
H8 -2.6015 1.8734 2.9722  0.086
H9 -5.2129 0.2044 0.8018  0.092
H10 -4.6224 1.7727 1.3607  0.086
H11 -5.4570 0.6964 2.4837  0.092
H12 0.8028 0.6807 -2.2324  0.034
H13 1.5091 2.2911 -1.8090  0.049
H14 0.7601 1.9393 -3.3586  0.114
H15 -1.8589 1.8745 -3.5909  0.060
H16 -1.2339 3.5066 -3.3944  0.099
H17 -2.6162 2.9644 -2.4405  0.095
H18 -0.0895 3.3108 0.0841  0.048
H19 -1.4764 4.0157 -0.7388  0.090
H20 0.1421 4.2171 -1.4133  0.098
H21 -0.7525 -3.0190 -2.4968  0.065
H22 -2.3884 -2.9225 -3.0778  0.099
H23 -2.1048 -2.9640 -1.3482  0.081
H24 0.1498 -1.0413 -3.5684  0.073
H25 -0.8829 0.3497 -3.8752  0.055
H26 -1.3516 -1.2309 -4.4564  0.101
H27 -3.7740 -0.9732 -1.7560  0.093
H28 -3.5035 -0.9063 -3.4976  0.097
H29 -3.2137 0.5214 -2.5037  0.075
O1 1.8588 3.4250 2.2664  -0.209
As1 2.4639 2.5631 0.8782  0.975
O2 2.6825 3.5131 -0.4053  -0.382
O3 1.2284 1.3295 0.7087  -0.537
C18 4.0316 1.7254 1.6081  -0.226
C19 4.7293 2.4980 2.5248  -0.060
C20 5.9661 2.0759 3.0034  -0.031
C21 6.5179 0.8895 2.5607  -0.030
C22 5.8321 0.1023 1.6443  -0.027
C23 4.5963 0.5216 1.1784  -0.267
S1 3.7565 -0.6020 0.1245  0.586
O4 2.9336 0.1980 -0.8484  -0.406
O5 4.6859 -1.5126 -0.4372  -0.209
O6 2.6701 -1.2283 0.9591  -0.383
H30 1.5786 4.3108 1.9906  0.073
H31 4.3100 3.4348 2.8646  0.112
H32 6.4995 2.6892 3.7167  0.121
H33 7.4848 0.5685 2.9230  0.122
H34 6.2503 -0.8279 1.2867  0.123
N1 0.2916 -0.7183 1.9642  0.051
H35 -0.5502 -0.1846 2.1739  0.056
H36 1.0401 -0.4036 2.5754  0.093
H37 0.1038 -1.7082 2.1591  0.065
O7 1.4856 -1.6530 -1.7989  -0.084
C24 1.2185 -2.7222 -1.1611  -0.484
C25 1.5922 -4.1407 -1.4179  -0.029
C26 1.0152 -4.8318 -0.1666  -0.029
C27 0.4774 -3.6977 0.7007  -0.422
O8 0.0462 -3.7419 1.8229  0.107
N2 0.5787 -2.5153 -0.0315  0.002
H38 2.6783 -4.2105 -1.4975  0.144
H39 1.1701 -4.4884 -2.3607  0.137
H40 1.7616 -5.3834 0.4023  0.136
H41 0.2008 -5.5189 -0.3931  0.136

=====

Number 1: electronic energy -67163.0773 eV. Number 2: electronic energy -179180.9119 eV. Number 3: electronic energy -121248.2460 eV.